{"formula": "C15H40BrN7NbO16", "method": "ωB97M-V/def2-TZVPD", "elements": ["C", "C", "C", "O", "O", "C", "C", "Nb", "C", "Br", "C", "C", "H", "H", "H", "H", "H", "H", "H", "H", "H", "H", "H", "H", "H", "H", "H", "H", "H", "H", "H", "C", "N", "O", "O", "H", "H", "H", "C", "N", "O", "O", "H", "H", "H", "C", "N", "O", "O", "H", "H", "H", "C", "N", "O", "O", "H", "H", "H", "C", "N", "O", "O", "H", "H", "H", "C", "N", "O", "O", "H", "H", "H", "C", "N", "O", "O", "H", "H", "H"], "positions_angstrom": [[-1.561, -1.791, 2.208], [-2.654, -2.063, 1.067], [-3.234, -0.714, 0.408], [-2.914, -0.527, -0.796], [-4.068, 0.152, 1.119], [-4.321, 1.385, 0.399], [-3.072, 2.376, 0.271], [-1.772, 2.597, 2.129], [-0.034, 1.494, 1.127], [1.528, 1.475, 2.370], [0.381, 2.059, -0.316], [0.447, 0.783, -1.326], [-1.434, -2.748, 2.831], [-1.860, -0.984, 2.956], [-0.516, -1.557, 1.804], [-3.484, -2.746, 1.457], [-2.127, -2.666, 0.245], [-5.151, 1.941, 0.965], [-4.762, 1.192, -0.647], [-2.474, 2.089, -0.654], [-3.517, 3.421, 0.065], [-2.328, 1.046, 2.883], [-0.755, 2.852, 3.646], [-1.118, 4.237, 1.579], [-3.122, 3.437, 2.987], [-0.372, 0.409, 0.977], [1.444, 2.471, -0.287], [-0.367, 2.777, -0.777], [0.770, -0.162, -0.755], [-0.583, 0.562, -1.746], [1.247, 0.929, -2.134], [0.221, -3.922, -2.378], [0.804, -4.390, -1.094], [1.866, -4.991, -1.144], [0.178, -4.138, -0.083], [0.883, -4.213, -3.189], [-0.754, -4.393, -2.488], [0.133, -2.838, -2.323], [-0.742, -5.234, 5.662], [-1.790, -4.467, 4.941], [-2.147, -3.408, 5.433], [-2.216, -4.958, 3.906], [-0.460, -4.683, 6.557], [-1.165, -6.203, 5.922], [0.108, -5.340, 4.990], [-4.971, 6.683, 3.694], [-4.007, 5.621, 3.305], [-3.189, 5.283, 4.139], [-4.118, 5.174, 2.171], [-4.761, 6.988, 4.717], [-4.835, 7.517, 3.007], [-5.973, 6.264, 3.614], [4.474, -2.714, -4.240], [2.999, -2.609, -4.104], [2.313, -3.366, -4.771], [2.578, -1.770, -3.331], [4.707, -3.497, -4.958], [4.838, -1.749, -4.589], [4.876, -2.957, -3.259], [-7.605, 1.725, -1.079], [-8.713, 2.369, -0.327], [-8.413, 3.199, 0.511], [-9.847, 2.018, -0.607], [-6.659, 2.131, -0.729], [-7.658, 0.654, -0.889], [-7.753, 1.947, -2.135], [5.749, 0.934, -1.808], [6.553, -0.089, -2.528], [7.476, 0.306, -3.224], [6.230, -1.251, -2.371], [6.148, 1.919, -2.040], [4.719, 0.843, -2.151], [5.831, 0.725, -0.743], [10.247, -0.576, -3.650], [11.594, -0.188, -3.155], [11.668, 0.260, -2.025], [12.530, -0.346, -3.920], [9.518, -0.382, -2.871], [10.036, 0.024, -4.534], [10.281, -1.637, -3.892]], "homo_ha": -0.1557, "e_lumo_ev": 1.05, "charge": -1, "orbital_gap_ha": 0.1942}



{"formula": "C4H6Br2O", "method": "ωB97M-V/def2-TZVPD", "elements": ["C", "C", "C", "C", "O", "Br", "Br", "H", "H", "H", "H", "H", "H"], "positions_angstrom": [[1.359, -0.511, 1.701], [1.166, -0.530, 0.415], [-1.247, -0.165, -0.688], [0.068, 0.464, -0.315], [-2.252, 0.789, -1.000], [1.918, -1.796, -0.808], [-0.046, 2.122, 0.599], [2.300, -1.030, 2.113], [0.851, 0.278, 2.249], [-1.642, -0.734, 0.206], [-1.024, -0.945, -1.468], [0.632, 0.722, -1.239], [-2.082, 1.337, -1.766]], "homo_ha": -0.3605, "smiles": "C=C(Br)[C@H](Br)CO", "e_lumo_ev": 0.66, "de_lowest_kj_mol": 130.8, "orbital_gap_ha": 0.3847}



{"formula": "C38H33N7PSW", "method": "ωB97M-V/def2-TZVPD", "elements": ["W", "S", "N", "C", "C", "C", "C", "C", "N", "C", "C", "N", "C", "C", "C", "C", "C", "N", "H", "H", "H", "H", "H", "H", "N", "P", "C", "C", "C", "C", "C", "C", "C", "C", "C", "C", "C", "C", "C", "C", "C", "C", "C", "N", "H", "H", "H", "H", "H", "H", "H", "H", "H", "H", "H", "H", "H", "H", "H", "C", "N", "C", "C", "C", "C", "C", "C", "C", "C", "H", "H", "H", "H", "H", "H", "H", "H", "H", "H", "H", "H"], "positions_angstrom": [[-0.168, -0.444, 0.285], [2.322, -6.547, 4.087], [0.857, -5.890, 4.050], [0.936, -4.828, 3.261], [-0.149, -3.923, 2.952], [-1.431, -4.021, 3.505], [-2.382, -3.083, 3.161], [-2.057, -2.098, 2.237], [-0.842, -1.995, 1.688], [0.119, -2.875, 2.072], [1.450, -2.655, 1.536], [1.619, -1.560, 0.737], [2.854, -1.280, 0.298], [3.956, -2.069, 0.601], [3.786, -3.195, 1.376], [2.509, -3.498, 1.864], [2.227, -4.623, 2.728], [3.106, -5.536, 3.117], [-1.649, -4.825, 4.197], [-3.376, -3.110, 3.583], [-2.792, -1.371, 1.917], [2.965, -0.403, -0.320], [4.926, -1.788, 0.219], [4.616, -3.842, 1.631], [-0.601, 0.431, -2.778], [0.723, 0.688, -1.744], [2.142, 0.106, -2.674], [2.182, -1.254, -3.006], [3.257, -1.758, -3.714], [4.300, -0.910, -4.083], [4.262, 0.436, -3.755], [3.182, 0.953, -3.049], [0.885, 2.462, -1.514], [1.822, 2.916, -0.582], [2.015, 4.275, -0.406], [1.271, 5.183, -1.154], [0.340, 4.733, -2.077], [0.146, 3.370, -2.265], [-1.534, -0.512, -2.470], [-2.532, -0.833, -3.398], [-3.429, -1.826, -3.116], [-3.330, -2.518, -1.898], [-2.363, -2.150, -1.021], [-1.461, -1.131, -1.253], [-0.581, 0.729, -3.746], [1.366, -1.915, -2.728], [3.287, -2.804, -3.989], [5.138, -1.304, -4.642], [5.066, 1.092, -4.060], [3.147, 2.008, -2.813], [2.408, 2.213, 0.001], [2.750, 4.630, 0.304], [1.427, 6.245, -1.021], [-0.230, 5.441, -2.664], [-0.582, 3.035, -2.994], [-2.570, -0.292, -4.334], [-4.199, -2.082, -3.833], [-4.002, -3.327, -1.651], [-2.254, -2.667, -0.085], [-4.296, 3.349, 1.310], [-3.737, 2.291, 0.480], [-3.950, 0.976, 1.034], [-2.393, 2.533, 0.003], [-1.308, 2.427, 1.058], [-1.013, 3.459, 1.926], [-0.020, 3.322, 2.903], [0.727, 2.159, 3.039], [0.472, 1.113, 2.168], [-0.545, 1.244, 1.196], [-5.366, 3.183, 1.422], [-4.156, 4.312, 0.818], [-3.855, 3.395, 2.316], [-5.015, 0.830, 1.214], [-3.426, 0.811, 1.992], [-3.627, 0.218, 0.310], [-2.362, 3.530, -0.441], [-2.173, 1.813, -0.795], [-1.540, 4.401, 1.838], [0.184, 4.156, 3.564], [1.491, 2.078, 3.799], [1.063, 0.197, 2.275]], "homo_ha": [-0.5745, -0.5745], "e_lumo_ev": [-10.08, -10.06], "charge": 3, "de_lowest_kj_mol": 3.2, "orbital_gap_ha": [0.2042, 0.2047]}



{"formula": "C3H11N2S", "method": "ωB97M-V/def2-TZVPD", "elements": ["C", "C", "C", "N", "N", "S", "H", "H", "H", "H", "H", "H", "H", "H", "H", "H", "H"], "positions_angstrom": [[-0.662, 1.093, -1.097], [1.258, -1.818, 0.180], [-0.987, 0.042, -0.203], [0.887, -0.452, 0.357], [-1.727, 0.244, 0.840], [1.925, 0.731, 0.582], [0.154, 0.974, -1.934], [-1.549, 1.432, -1.618], [-0.427, 1.945, -0.472], [1.319, -2.484, 1.120], [0.462, -2.316, -0.291], [2.164, -1.967, -0.322], [-1.212, -0.964, -0.712], [-2.063, 1.088, 1.202], [1.150, 1.470, 1.476], [-2.074, -0.596, 1.317], [1.382, 1.578, -0.426]], "homo_ha": [-0.3187, -0.5282], "e_lumo_ev": [-3.32, -6.67], "charge": 1, "de_lowest_kj_mol": 280.7, "multiplicity": 3, "orbital_gap_ha": [0.1968, 0.2830]}



{"formula": "C20H46AlO4P4", "method": "ωB97M-V/def2-TZVPD", "elements": ["Al", "P", "P", "P", "H", "C", "C", "H", "C", "C", "C", "C", "C", "C", "C", "C", "C", "H", "H", "H", "H", "H", "H", "H", "H", "H", "H", "H", "H", "H", "H", "H", "H", "H", "H", "H", "H", "H", "H", "H", "H", "H", "H", "H", "H", "H", "C", "C", "C", "C", "C", "C", "O", "H", "H", "H", "H", "H", "H", "C", "O", "P", "O", "C", "O", "C", "H", "H", "H", "H", "H", "H", "H", "H", "H"], "positions_angstrom": [[0.814, -0.343, -0.380], [1.891, 1.464, -1.522], [-1.372, 0.859, -1.888], [2.188, -1.366, 1.281], [-0.496, -1.906, -2.281], [-0.073, -2.118, -1.288], [-0.844, -1.964, -0.125], [-1.830, -1.502, -0.152], [2.193, 0.938, -3.237], [1.395, 3.212, -1.682], [3.521, 1.664, -0.743], [-3.000, 0.013, -1.725], [-1.976, 2.552, -1.519], [-1.261, 0.920, -3.724], [1.479, -2.743, 2.253], [2.959, -0.292, 2.532], [3.635, -2.221, 0.607], [0.727, -2.869, -1.347], [-0.655, -2.528, 0.788], [3.271, 0.999, -3.456], [1.650, 1.584, -3.934], [1.850, -0.090, -3.387], [2.305, 3.813, -1.833], [0.901, 3.539, -0.757], [0.733, 3.363, -2.544], [4.013, 2.517, -1.235], [4.126, 0.756, -0.857], [3.392, 1.884, 0.326], [-3.727, 0.510, -2.387], [-3.337, 0.092, -0.681], [-2.919, -1.046, -2.004], [-2.799, 2.800, -2.201], [-1.181, 3.291, -1.633], [-2.333, 2.584, -0.484], [-2.256, 1.151, -4.133], [-0.938, -0.063, -4.092], [-0.542, 1.680, -4.055], [2.300, -3.214, 2.816], [1.040, -3.491, 1.579], [0.709, -2.398, 2.954], [3.370, -0.913, 3.341], [2.217, 0.402, 2.945], [3.775, 0.275, 2.065], [3.949, -3.030, 1.276], [4.443, -1.495, 0.482], [3.389, -2.655, -0.366], [3.671, -3.075, -3.021], [4.159, -2.692, -4.291], [4.925, -3.615, -5.020], [5.261, -4.865, -4.492], [4.814, -5.209, -3.216], [4.002, -4.331, -2.483], [2.766, -2.304, -2.283], [2.931, -1.311, -2.255], [3.971, -1.697, -4.691], [5.299, -3.348, -6.010], [5.889, -5.555, -5.067], [5.107, -6.145, -2.764], [3.660, -4.599, -1.488], [0.234, 3.660, 2.386], [0.012, 2.769, 1.266], [-0.363, 1.145, 1.366], [-2.015, 1.159, 1.379], [-2.827, 1.942, 2.318], [-0.002, 0.872, 2.951], [-0.737, -0.092, 3.767], [0.317, 4.672, 1.976], [1.165, 3.421, 2.914], [-0.613, 3.630, 3.080], [-2.516, 1.792, 3.367], [-2.802, 3.009, 2.056], [-3.863, 1.597, 2.218], [-0.877, 0.346, 4.762], [-1.726, -0.332, 3.351], [-0.161, -1.022, 3.877]], "homo_ha": -0.5725, "e_lumo_ev": -11.15, "charge": 3, "de_lowest_kj_mol": 0.0, "orbital_gap_ha": 0.1629}



{"formula": "C3H10NO2", "method": "ωB97M-V/def2-TZVPD", "elements": ["C", "O", "C", "H", "H", "H", "H", "H", "H", "N", "C", "O", "H", "H", "H", "H"], "positions_angstrom": [[1.439, 1.017, 1.068], [0.739, 0.203, 1.971], [1.993, 0.205, -0.111], [0.763, 1.789, 0.684], [2.290, 1.479, 1.584], [-0.189, 0.071, 1.522], [1.171, -0.108, -0.759], [2.737, 0.754, -0.696], [2.447, -0.702, 0.298], [-1.844, -0.326, -1.658], [-1.732, -0.894, -0.279], [-1.401, 0.041, 0.614], [-2.385, -0.954, -2.248], [-2.353, 0.549, -1.588], [-2.699, -1.408, -0.032], [-0.974, -1.713, -0.368]], "homo_ha": -0.1200, "e_lumo_ev": 4.45, "charge": -1, "de_lowest_kj_mol": 41.0, "orbital_gap_ha": 0.2837}



Number 1: molar mass 747.33 g mol⁻¹. Number 2: molar mass 229.90 g mol⁻¹. Number 3: molar mass 834.61 g mol⁻¹. Number 4: molar mass 107.20 g mol⁻¹. Number 5: molar mass 501.46 g mol⁻¹. Number 6: molar mass 92.12 g mol⁻¹.